C7H15O2 | ωB97M-V/def2-TZVPD

Geometry as ORCA input:
```
! wB97M-V def2-TZVPD RIJCOSX def2/J DEFGRID3
* xyz -1 1
C -1.06 -2.32 -0.27
C 0.13 -3.27 -0.54
C -2.48 -2.89 -0.41
C -0.98 -1.75 1.14
H -0.92 -1.43 -0.89
H -0.03 -4.04 -1.29
H 0.43 -3.68 0.43
H -2.50 -3.87 0.08
H -3.21 -2.30 0.15
H -2.79 -3.03 -1.43
H -0.02 -1.67 1.64
H -1.49 -0.79 1.20
H -1.45 -2.41 1.89
H 1.01 -2.72 -0.90
C 1.22 1.58 -0.72
C 0.00 2.02 -1.56
C 1.27 2.47 0.56
O 0.29 3.16 0.90
O 2.24 2.17 1.32
H 1.17 0.52 -0.42
H 2.11 1.55 -1.32
H -0.73 2.59 -1.00
H -0.54 1.17 -2.01
H 0.42 2.51 -2.44
*
```

The energy relative to the best compared isomer or geometry (same formula, charge and spin) comes out at 19.2 kcal/mol. For the HOMO energy, the calculation gives -0.1322 Eh. For the total energy, the calculation gives -11598.1692 eV. The molar mass comes out at 131.19 g/mol. For the gap between HOMO and LUMO, the calculation gives 6.75 eV. The LUMO energy comes out at 3.16 eV.

***

C7H16 | ωB97M-V/def2-TZVPD

Geometry as ORCA input:
```
! wB97M-V def2-TZVPD RIJCOSX def2/J DEFGRID3
* xyz 0 1
C -4.39 -0.46 -0.04
C -4.00 -1.00 -1.19
C -3.67 -2.45 -1.39
H -4.62 0.61 0.05
H -4.49 -1.07 0.87
H -3.92 -0.35 -2.07
H -3.79 -3.00 -0.44
H -2.63 -2.56 -1.73
H -4.34 -2.89 -2.15
C 2.00 1.85 2.21
C 3.12 0.03 -1.06
C 2.39 1.67 0.75
C 2.73 0.22 0.41
H 1.76 2.91 2.43
H 2.83 1.54 2.87
H 1.12 1.23 2.45
H 4.01 0.65 -1.29
H 2.29 0.34 -1.71
H 3.36 -1.02 -1.27
H 1.56 2.00 0.10
H 3.27 2.30 0.52
H 3.56 -0.12 1.06
H 1.85 -0.42 0.64
*
```

The energy relative to the best compared isomer or geometry (same formula, charge and spin) comes out at 25.0 kcal/mol. Its SMILES is C=CC.CCCC. For the HOMO energy, the calculation gives -0.3540 Eh. For the total energy, the calculation gives -7517.8135 eV. The molar mass comes out at 100.20 g/mol. For the gap between HOMO and LUMO, the calculation gives 10.61 eV. The LUMO energy comes out at 0.97 eV.

***

C7H16 | ωB97M-V/def2-TZVPD

Geometry as ORCA input:
```
! wB97M-V def2-TZVPD RIJCOSX def2/J DEFGRID3
* xyz 0 1
C 5.17 -0.72 -0.02
C 4.91 0.59 0.06
C -1.71 2.58 -0.29
C -1.66 1.35 0.51
C -1.71 0.01 -0.28
C -2.14 -1.33 0.67
C -1.88 -2.54 -0.38
H 4.52 -1.65 -0.55
H 5.98 -1.08 0.70
H 4.15 1.07 -0.65
H 5.33 1.52 0.66
H -0.90 2.48 -1.05
H -2.64 2.79 -0.99
H -1.31 3.49 0.19
H -2.59 1.53 1.08
H -1.02 1.36 1.35
H -2.49 0.13 -1.05
H -0.62 -0.03 -0.66
H -3.16 -1.43 1.25
H -1.31 -1.61 1.32
H -1.09 -2.05 -1.14
H -1.05 -3.56 0.11
H -2.77 -2.90 -0.82
*
```

The energy relative to the best compared isomer or geometry (same formula, charge and spin) comes out at 126.6 kcal/mol. For the HOMO energy, the calculation gives -0.3756 Eh. For the total energy, the calculation gives -7513.4080 eV. The molar mass comes out at 100.20 g/mol. For the gap between HOMO and LUMO, the calculation gives 11.08 eV. The LUMO energy comes out at 0.86 eV.

***

C7H16Cl2InO3Sn | ωB97M-V/def2-TZVPD

Geometry as ORCA input:
```
! wB97M-V def2-TZVPD RIJCOSX def2/J DEFGRID3
* xyz 1 1
C 2.63 1.07 1.09
C 3.49 0.18 0.18
Cl 5.16 0.32 0.82
C 3.26 0.60 -1.25
Cl 4.46 -0.13 -2.34
In 1.20 0.02 -1.96
C 0.40 -0.94 0.12
O -0.54 -1.87 -0.06
C -1.91 -1.61 0.35
O -2.61 -1.07 -0.68
C -2.91 0.32 -0.67
C -4.21 0.60 0.09
O -4.28 -0.09 1.33
H 2.96 2.11 1.08
H 1.58 1.05 0.77
H 2.75 0.75 2.15
H 3.23 -0.89 0.27
H 3.37 1.68 -1.31
H 1.15 -1.27 -3.06
H 0.13 1.36 -2.18
H 0.10 -0.07 0.75
H 1.39 -1.40 0.42
H -2.30 -2.59 0.60
H -1.87 -0.96 1.24
H -2.07 0.92 -0.30
H -3.05 0.59 -1.72
H -4.30 1.68 0.23
H -5.05 0.26 -0.51
H -3.77 0.40 1.99
Sn 1.61 -0.98 2.57
*
```

The energy relative to the best compared isomer or geometry (same formula, charge and spin) comes out at 0.0 kcal/mol. For the HOMO energy, the calculation gives -0.4370 Eh. For the total energy, the calculation gives -49696.6892 eV. The molar mass comes out at 452.64 g/mol. For the gap between HOMO and LUMO, the calculation gives 4.93 eV. The LUMO energy comes out at -6.96 eV.

***

C7H16ClFSi | ωB97M-V/def2-TZVPD

Geometry as ORCA input:
```
! wB97M-V def2-TZVPD RIJCOSX def2/J DEFGRID3
* xyz 0 1
C -0.07 0.67 -2.46
C 1.02 2.45 0.60
C 0.95 -2.75 0.97
C 0.38 -0.42 -1.49
C 0.74 1.16 1.36
C -0.26 -1.86 1.25
C -2.33 0.64 -0.02
F -2.89 0.87 1.21
Si -0.16 -0.18 0.34
Cl -3.29 -0.57 -0.88
H -1.15 0.76 -2.46
H 0.35 1.64 -2.19
H 0.25 0.43 -3.47
H 1.53 3.17 1.25
H 1.65 2.27 -0.26
H 0.09 2.90 0.26
H 0.86 -3.69 1.50
H 1.04 -2.97 -0.10
H 1.88 -2.27 1.29
H 1.47 -0.50 -1.53
H -0.02 -1.37 -1.84
H 0.14 1.39 2.24
H 1.68 0.75 1.72
H -0.34 -1.70 2.32
H -1.16 -2.39 0.94
H -2.36 1.58 -0.56
*
```

The energy relative to the best compared isomer or geometry (same formula, charge and spin) comes out at 0.0 kcal/mol. For the HOMO energy, the calculation gives -0.3298 Eh. For the total energy, the calculation gives -30635.9616 eV. The molar mass comes out at 182.74 g/mol. For the gap between HOMO and LUMO, the calculation gives 9.87 eV. The LUMO energy comes out at 0.90 eV.

***

Question: What is the gap between HOMO and LUMO in the fifth record?
Answer: 9.87 eV

***

Question: Number 1 is which compound?
Answer: C7H15O2

***

Copy entry 2 word for word.
C7H16 | ωB97M-V/def2-TZVPD

Geometry as ORCA input:
```
! wB97M-V def2-TZVPD RIJCOSX def2/J DEFGRID3
* xyz 0 1
C -4.39 -0.46 -0.04
C -4.00 -1.00 -1.19
C -3.67 -2.45 -1.39
H -4.62 0.61 0.05
H -4.49 -1.07 0.87
H -3.92 -0.35 -2.07
H -3.79 -3.00 -0.44
H -2.63 -2.56 -1.73
H -4.34 -2.89 -2.15
C 2.00 1.85 2.21
C 3.12 0.03 -1.06
C 2.39 1.67 0.75
C 2.73 0.22 0.41
H 1.76 2.91 2.43
H 2.83 1.54 2.87
H 1.12 1.23 2.45
H 4.01 0.65 -1.29
H 2.29 0.34 -1.71
H 3.36 -1.02 -1.27
H 1.56 2.00 0.10
H 3.27 2.30 0.52
H 3.56 -0.12 1.06
H 1.85 -0.42 0.64
*
```

The energy relative to the best compared isomer or geometry (same formula, charge and spin) comes out at 25.0 kcal/mol. Its SMILES is C=CC.CCCC. For the HOMO energy, the calculation gives -0.3540 Eh. For the total energy, the calculation gives -7517.8135 eV. The molar mass comes out at 100.20 g/mol. For the gap between HOMO and LUMO, the calculation gives 10.61 eV. The LUMO energy comes out at 0.97 eV.